Arrangement a

Computed, not measured: a 2-piece molecular cluster, C7H14F3N overall, with the ωB97M-V functional and the def2-TZVPD basis.

Each line ends with the natural charge from an NBO analysis.
Element x y z (Å)
C 0.51383 1.21678 -1.59721  -0.666
C -2.35628 0.60322 0.23541  -0.694
C -1.22260 -1.30654 1.51562  -0.693
C 1.84555 -1.46647 -0.92142  -0.697
C 0.65486 0.71363 -0.15104  0.139
C -1.31921 -0.54302 0.21713  0.433
C 1.82526 -0.29979 0.05100  0.656
N 0.61106 1.73597 0.78931  -0.828
F -1.37936 -1.37169 -0.82938  -0.366
F 1.91903 -0.71387 1.36035  -0.354
F 3.05492 0.39991 -0.15235  -0.384
H 1.53143 1.30277 -2.02910  0.233
H 0.09362 2.17456 -1.48659  0.207
H -0.16754 0.61026 -2.24379  0.231
H -3.30251 0.22370 0.66024  0.212
H -2.04922 1.48117 0.74216  0.219
H -2.49572 1.01297 -0.70288  0.223
H -2.21108 -1.78027 1.60516  0.208
H -0.49917 -2.18704 1.56435  0.234
H -1.02813 -0.60031 2.30468  0.220
H 2.88950 -1.65461 -1.26636  0.250
H 0.99428 -1.31124 -1.53481  0.240
H 1.75451 -2.34810 -0.32721  0.235
H 0.12006 2.62648 0.53574  0.370
H 0.22291 1.48152 1.66098  0.374

The value obtained for the gap between HOMO and LUMO is 8.236 eV. The calculation puts the HOMO energy at -7.514 eV. The calculation puts the LUMO energy at 0.0265 hartree. The net charge is 0.

Arrangement b

Computed, not measured: a 2-piece molecular cluster, C7H14F3N overall, with the ωB97M-V functional and the def2-TZVPD basis.

Each line ends with the natural charge from an NBO analysis.
Element x y z (Å)
C -0.16467 -1.66681 -1.24341  -0.667
C 2.58049 -0.24516 -0.28488  -0.654
C 1.05428 1.29957 1.21445  -0.609
C -2.32696 1.65503 -0.48762  -0.718
C 0.31719 -0.91714 -0.02204  0.208
C 1.22022 0.38939 -0.03417  0.342
C -2.16339 0.32508 0.19623  0.635
N 0.15412 -1.69169 1.07317  -0.819
F 0.88414 1.14762 -1.17828  -0.377
F -2.43313 0.13714 1.53725  -0.375
F -2.77344 -0.71388 -0.42766  -0.371
H -1.05500 -2.12783 -1.06317  0.224
H 0.62943 -2.30931 -1.51516  0.201
H -0.38768 -0.90568 -2.12760  0.229
H 2.98646 -0.69236 0.61768  0.224
H 2.61371 -0.82806 -1.23245  0.225
H 3.28970 0.47283 -0.41670  0.211
H 1.69240 2.07618 1.00723  0.219
H 0.10043 1.59052 1.21688  0.221
H 1.36400 0.58839 2.10794  0.200
H -1.83846 2.54845 -0.02643  0.230
H -3.34336 1.90850 -0.43599  0.206
H -2.09765 1.61388 -1.48126  0.237
H 0.15325 -1.16828 1.93813  0.382
H -0.45610 -2.48635 1.06788  0.394

The value obtained for the gap between HOMO and LUMO (spin up / spin down) is 8.187 / 6.647 eV. The calculation puts the HOMO energy (spin up / spin down) at -7.340 / -5.814 eV. The calculation puts the LUMO energy (spin up / spin down) at 0.0311 / 0.0306 hartree. The net charge is 0.

Which is most stable? The ranking, best first, is arrangement a, arrangement b.